1.
This record from the Open Molecules 2025 dataset describes a structure of composition C24H26ErN8O6 in a non-equilibrium geometry. The level of theory is wB97M-V/def2-TZVPD.

XYZ file:
```
65
Properties=species:S:1:pos:R:3:lowdin_spin:R:1
Er 0.068 -0.268 -0.590 3.0122
O 1.771 -2.434 2.440 -0.0108
C 1.171 -1.180 1.739 -0.0031
O 1.457 -1.473 0.379 -0.0191
C -0.309 -1.431 1.923 -0.0004
O -0.678 -1.975 2.956 0.0004
O -1.076 -0.992 0.948 -0.0063
O 4.587 -5.731 2.248 -0.0028
C 3.655 -4.791 2.428 0.0010
O 3.481 -4.293 3.503 0.0071
C 2.814 -4.402 1.237 -0.0150
C 2.936 -4.990 -0.075 -0.1002
C 2.303 -4.474 -1.182 0.0092
C 1.421 -3.387 -1.069 -0.0520
C 1.099 -2.916 0.278 -0.0277
C 1.892 -3.432 1.400 -0.0901
N 0.825 -2.548 -1.932 -0.0034
C 0.765 -2.667 -3.234 0.1545
C 0.236 -1.581 -3.992 0.0182
C 0.041 -1.733 -5.377 0.0340
C -0.383 -0.673 -6.137 0.0078
C -0.587 0.552 -5.503 0.0424
C -0.398 0.620 -4.142 0.0049
N -0.029 -0.405 -3.358 0.0456
H 4.624 -6.051 1.342 0.0000
H 3.598 -5.833 -0.221 -0.0058
H 2.513 -4.893 -2.159 0.0035
H 0.022 -3.001 0.458 -0.0074
H 0.996 -2.638 3.064 -0.0023
H 1.132 -3.544 -3.757 0.0085
H 0.236 -2.699 -5.822 0.0009
H -0.547 -0.782 -7.201 -0.0006
H -0.883 1.430 -6.059 0.0024
H -0.544 1.571 -3.651 -0.0005
N -2.868 2.950 -2.238 0.0002
C -3.604 1.822 -1.995 0.0000
C -2.728 0.919 -1.482 -0.0001
N -1.468 1.486 -1.410 -0.0025
C -1.596 2.711 -1.878 0.0002
H -3.222 3.809 -2.625 0.0000
H -4.659 1.755 -2.195 0.0000
H -2.921 -0.087 -1.141 0.0000
H -0.806 3.438 -1.979 0.0000
C 0.423 1.642 2.792 0.0000
N -0.275 1.867 1.475 -0.0025
C 0.075 3.260 1.071 0.0001
N -0.276 4.264 2.054 -0.0001
C 0.427 3.962 3.305 0.0000
N 0.073 2.633 3.790 -0.0001
C -1.368 2.580 4.023 0.0000
N -2.105 2.864 2.787 -0.0002
C -1.745 1.879 1.786 -0.0001
C -1.715 4.191 2.314 0.0000
H 1.499 1.658 2.621 0.0000
H 0.146 0.669 3.178 0.0000
H -0.457 3.493 0.148 0.0000
H 1.151 3.310 0.890 0.0000
H 0.154 4.706 4.053 0.0000
H 1.505 4.011 3.138 0.0000
H -1.641 3.318 4.777 0.0000
H -1.639 1.586 4.384 0.0000
H -2.290 2.109 0.870 0.0000
H -2.040 0.893 2.137 0.0000
H -1.975 4.930 3.071 0.0000
H -2.262 4.420 1.396 0.0000
```

For the orbital gap (spin up / spin down), the calculation gives 5.55 / 5.86 eV. The charge is +1. Its expectation value of S² is 4.0035. Its energy relative to the best compared isomer or geometry (same formula, charge and spin) is 184.2 kcal/mol. The multiplicity is 4.

---

2.
This record from the Open Molecules 2025 dataset describes the molecule CFN in a non-equilibrium geometry. The level of theory is wB97M-V/def2-TZVPD.

XYZ file:
```
3
Properties=species:S:1:pos:R:3:lowdin_charge:R:1
C -0.082 -0.041 0.019 -0.1165
N 1.482 0.020 -0.009 0.0476
F -1.400 0.022 -0.009 0.0688
```

For the orbital gap (spin up / spin down), the calculation gives 10.88 / 10.28 eV. Its energy relative to the best compared isomer or geometry (same formula, charge and spin) is 88.1 kcal/mol. The multiplicity is 1. Its structure (SMILES) is N#CF.

---

3.
This record from the Open Molecules 2025 dataset describes a structure of composition C2H3O3 in a non-equilibrium geometry. The level of theory is wB97M-V/def2-TZVPD.

XYZ file:
```
8
Properties=species:S:1:pos:R:3:lowdin_charge:R:1
C 1.527 0.351 0.019 0.0867
C 0.327 0.742 0.397 0.1796
O -2.579 -1.916 -0.456 0.2507
O -0.897 -0.706 0.171 0.0210
O -2.190 -0.799 -0.113 0.0634
H 2.199 1.233 -0.173 0.1436
H 1.713 -0.542 -0.654 0.1382
H -0.099 1.637 0.808 0.1169
```

For the orbital gap (spin up / spin down), the calculation gives 8.25 / 8.23 eV. The charge is +1. Its energy relative to the best compared isomer or geometry (same formula, charge and spin) is 234.3 kcal/mol. The multiplicity is 1.

---

4.
This record from the Open Molecules 2025 dataset describes the molecule H4N2O3Si in a non-equilibrium geometry. The level of theory is wB97M-V/def2-TZVPD.

XYZ file:
```
10
Properties=species:S:1:pos:R:3:lowdin_charge:R:1
N 1.196 1.002 0.077 -0.0591
N -0.238 -1.481 -0.276 -0.4492
O 0.541 -2.000 -1.083 -0.0348
O -0.498 -2.011 0.789 -0.0033
O -1.351 0.823 0.740 -0.1428
Si -0.320 0.416 -0.439 0.4605
H 1.196 1.373 1.055 0.0663
H 2.028 1.218 -0.580 0.0915
H -1.542 0.297 1.496 0.0477
H -1.011 0.363 -1.779 0.0231
```

For the orbital gap, the calculation gives 10.54 eV. Its energy relative to the best compared isomer or geometry (same formula, charge and spin) is 5.4 kcal/mol. The multiplicity is 1. Its structure (SMILES) is N[Si@H](O)[N+](=O)[O-].